Record 1
The following is a DFT calculation (ωB97M-V/def2-TZVPD) of a structure of composition C23H55IN7O7P3STa.

Computed properties:
HOMO-LUMO gap	6.38	eV
spin multiplicity	1
E_tot	-3596.07336	Eh
total charge	-1
HOMO	-0.1924	hartree
LUMO level	1.14	eV

Positions of all 98 atoms, in Å:
C: -5.471 3.340 -2.694
C: -4.846 3.972 -3.937
O: -4.461 5.118 -3.890
O: -4.738 3.296 -5.124
C: -4.095 2.013 -5.040
C: -2.776 1.965 -5.833
C: -1.783 3.035 -5.283
Ta: -0.320 2.123 -3.779
C: 1.398 1.318 -2.516
C: 1.440 -0.006 -2.019
C: 2.552 -0.393 -1.292
N: 3.624 0.319 -0.995
C: 3.599 1.578 -1.430
C: 2.535 2.063 -2.165
P: -1.990 2.387 -1.831
O: -2.089 4.027 -1.500
I: -1.191 1.363 0.243
S: 1.404 2.210 -5.735
C: 1.927 3.923 -6.040
O: 2.599 1.430 -5.414
O: 0.724 1.718 -6.938
H: -4.887 3.665 -1.833
H: -6.522 3.625 -2.613
H: -5.386 2.249 -2.758
H: -3.850 1.708 -4.016
H: -4.784 1.260 -5.447
H: -2.405 0.941 -5.699
H: -2.958 2.124 -6.902
H: -2.320 3.840 -4.757
H: -1.237 3.513 -6.106
H: 0.272 3.859 -3.369
H: -0.821 0.378 -4.155
H: 0.616 -0.687 -2.209
H: 2.545 -1.422 -0.913
H: 4.450 2.231 -1.238
H: 2.583 3.101 -2.498
H: -1.374 4.436 -2.012
H: 1.277 4.562 -5.432
H: 1.839 4.192 -7.097
H: 2.949 4.119 -5.700
O: -4.682 -1.142 -0.208
P: -4.939 -2.120 0.916
N: -6.549 -2.588 0.489
C: -7.534 -1.569 0.166
C: -6.548 -3.575 -0.590
N: -4.854 -0.973 2.216
C: -6.003 -0.394 2.867
C: -3.779 0.010 2.116
N: -4.862 -3.401 2.072
C: -5.959 -4.148 2.648
C: -3.608 -3.543 2.798
H: -8.515 -2.037 0.043
H: -7.296 -1.024 -0.755
H: -7.650 -0.842 0.966
H: -5.850 -4.388 -0.368
H: -6.249 -3.129 -1.547
H: -7.539 -4.022 -0.702
H: -6.424 0.444 2.291
H: -5.723 -0.015 3.855
H: -6.792 -1.128 3.041
H: -4.047 0.845 1.458
H: -2.875 -0.447 1.723
H: -3.531 0.409 3.104
H: -6.664 -3.505 3.182
H: -5.583 -4.885 3.363
H: -6.506 -4.720 1.900
H: -3.672 -3.082 3.789
H: -2.789 -3.067 2.257
H: -3.336 -4.596 2.915
O: 4.670 -2.009 4.089
P: 5.937 -1.179 4.079
N: 5.652 -0.253 2.656
C: 5.209 -0.912 1.429
C: 4.739 0.861 2.918
N: 7.043 -2.505 3.856
C: 7.638 -2.864 2.590
C: 6.756 -3.702 4.633
N: 7.281 -0.166 4.484
C: 8.009 0.735 3.615
C: 7.972 -0.470 5.726
H: 5.199 -0.197 0.611
H: 4.205 -1.339 1.518
H: 5.887 -1.704 1.119
H: 5.056 1.419 3.805
H: 3.714 0.512 3.088
H: 4.739 1.560 2.079
H: 6.955 -3.462 1.969
H: 8.545 -3.455 2.756
H: 7.950 -1.989 2.020
H: 5.988 -4.328 4.159
H: 6.404 -3.440 5.631
H: 7.664 -4.300 4.760
H: 8.459 0.216 2.765
H: 8.817 1.224 4.166
H: 7.381 1.541 3.241
H: 8.881 -1.054 5.540
H: 7.332 -1.046 6.397
H: 8.245 0.444 6.262


Record 2
The following is a DFT calculation (ωB97M-V/def2-TZVPD) of a structure of composition C23H55N3OP4PbSe.

Computed properties:
HOMO-LUMO gap (spin up / spin down)	2.87 / 2.33	eV
spin multiplicity	1
E_tot	-5106.89130	Eh
ΔE to the lowest compared entry with this formula, charge and spin	0.00	kJ/mol
total charge	+4
HOMO (spin up / spin down)	-0.6585 / -0.6276	hartree
LUMO level (spin up / spin down)	-15.04 / -14.75	eV

Positions of all 88 atoms, in Å:
Pb: 1.563 -2.263 1.387
P: 2.456 0.467 -0.585
P: -0.804 1.286 -2.681
P: 0.522 -1.364 -3.212
H: 0.104 -6.246 3.281
C: 1.073 -6.270 2.778
C: 1.727 -5.190 2.276
H: 1.275 -4.183 2.339
C: 3.227 1.456 0.767
C: 2.654 1.743 -1.901
C: 3.860 -0.647 -1.003
C: -2.614 1.026 -2.972
C: -0.967 2.871 -1.735
C: -0.396 2.010 -4.339
C: 1.095 -3.103 -2.926
C: 1.815 -0.860 -4.441
C: -0.771 -1.774 -4.478
H: 1.551 -7.242 2.681
H: 2.744 -5.271 1.852
H: 3.405 0.812 1.621
H: 2.536 2.258 1.062
H: 4.167 1.900 0.436
H: 1.987 2.593 -1.697
H: 2.394 1.330 -2.883
H: 3.687 2.125 -1.937
H: 3.967 -1.416 -0.233
H: 4.804 -0.093 -1.090
H: 3.644 -1.143 -1.956
H: -3.041 1.932 -3.424
H: -3.096 0.823 -2.005
H: -2.778 0.168 -3.637
H: -1.898 3.379 -2.026
H: -0.119 3.540 -1.952
H: -0.989 2.647 -0.655
H: -1.069 2.862 -4.522
H: -0.534 1.256 -5.124
H: 0.646 2.360 -4.349
H: 1.134 -3.654 -3.877
H: 0.391 -3.604 -2.250
H: 2.095 -3.102 -2.473
H: 1.929 -1.685 -5.159
H: 2.774 -0.677 -3.940
H: 1.506 0.047 -4.975
H: -0.304 -2.462 -5.199
H: -1.128 -0.880 -5.000
H: -1.619 -2.279 -4.004
C: -2.315 -3.463 -0.384
C: -1.551 -4.074 0.620
C: -1.514 -5.445 0.772
C: -2.242 -6.234 -0.119
C: -2.971 -5.650 -1.175
C: -3.002 -4.261 -1.289
Se: -2.470 -1.568 -0.424
H: -2.449 -1.544 -1.899
H: -1.030 -3.440 1.331
H: -0.938 -5.877 1.586
H: -2.270 -7.300 0.051
H: -3.532 -6.294 -1.853
H: -3.589 -3.787 -2.073
C: 1.660 1.796 4.118
N: 0.197 1.861 3.976
C: -0.386 0.624 4.522
P: -0.374 2.312 2.446
O: -0.192 1.335 1.320
N: -1.982 2.590 2.782
C: -2.895 2.917 1.684
C: -2.413 3.153 4.068
N: 0.487 3.757 2.315
C: 0.515 4.453 1.021
C: 0.394 4.697 3.449
H: 2.024 0.773 3.911
H: 1.888 2.031 5.167
H: 2.174 2.524 3.471
H: -1.411 0.796 4.838
H: -0.311 -0.192 3.794
H: 0.192 0.349 5.422
H: -2.734 2.267 0.813
H: -3.916 2.770 2.052
H: -2.786 3.977 1.375
H: -1.712 2.901 4.876
H: -2.534 4.249 3.999
H: -3.400 2.725 4.309
H: -0.462 4.904 0.782
H: 1.266 5.256 1.085
H: 0.813 3.761 0.221
H: -0.562 5.244 3.454
H: 0.531 4.182 4.406
H: 1.196 5.444 3.340


Record 3
The following is a DFT calculation (ωB97M-V/def2-TZVPD) of a structure of composition C23H56AlF3N5O10S2.

Computed properties:
HOMO-LUMO gap	8.21	eV
spin multiplicity	1
E_tot	-3274.56505	Eh
total charge	-1
HOMO	-0.2165	hartree
LUMO level	2.32	eV

Positions of all 100 atoms, in Å:
C: -1.149 -1.194 -3.200
C: 0.248 -1.720 -2.921
N: 0.333 -2.653 -2.065
C: 1.379 -1.060 -3.635
Al: 1.479 0.912 -3.350
O: 0.357 1.490 -2.081
C: 0.835 1.025 -0.853
C: 0.346 1.998 0.207
S: -1.402 1.868 0.417
O: -1.806 0.485 0.415
O: -1.798 2.732 1.499
C: 2.402 0.737 -1.017
S: 3.548 1.254 0.315
O: 3.035 2.314 1.140
O: 4.889 1.315 -0.180
C: 3.534 -0.271 1.381
F: 2.285 -0.573 1.764
F: 4.276 -0.050 2.473
F: 4.044 -1.318 0.720
O: 2.874 1.219 -2.197
H: -1.150 -0.309 -3.838
H: -1.737 -1.974 -3.692
H: -1.645 -0.949 -2.259
H: 1.309 -2.927 -1.936
H: 1.284 -1.238 -4.715
H: 2.329 -1.512 -3.319
H: 1.707 1.861 -4.617
H: 0.401 0.042 -0.621
H: 0.533 3.031 -0.093
H: 0.757 1.864 1.208
H: -1.853 2.425 -0.729
H: 2.496 -0.364 -0.948
C: -1.404 4.641 -3.340
C: -0.690 4.420 -4.668
C: -0.597 5.666 -5.556
O: -1.800 6.022 -6.218
C: -2.708 6.782 -5.452
N: -1.318 3.294 -5.363
H: -2.486 4.708 -3.471
H: -1.198 3.795 -2.684
H: -1.059 5.554 -2.848
H: 0.338 4.127 -4.435
H: 0.124 5.467 -6.352
H: -0.226 6.524 -4.979
H: -2.181 7.473 -4.785
H: -3.370 6.155 -4.850
H: -3.317 7.361 -6.147
H: -0.765 3.056 -6.180
H: -2.212 3.609 -5.728
C: -1.153 -4.055 2.634
C: -1.359 -2.580 2.300
C: -2.563 -1.949 3.011
O: -3.829 -2.302 2.474
C: -4.348 -3.536 2.913
N: -1.389 -2.419 0.852
H: -1.872 -4.683 2.107
H: -0.159 -4.368 2.316
H: -1.249 -4.244 3.706
H: -0.482 -2.033 2.665
H: -2.495 -0.865 2.897
H: -2.548 -2.175 4.088
H: -4.076 -3.738 3.956
H: -4.010 -4.372 2.295
H: -5.435 -3.482 2.840
H: -1.395 -1.431 0.613
H: -2.276 -2.774 0.506
C: 7.024 -0.434 -1.866
C: 7.341 -1.822 -2.409
C: 8.577 -2.468 -1.773
O: 9.819 -1.953 -2.221
C: 10.254 -0.774 -1.576
N: 7.425 -1.770 -3.871
H: 7.706 0.317 -2.269
H: 6.016 -0.133 -2.142
H: 7.089 -0.407 -0.778
H: 6.499 -2.476 -2.158
H: 8.594 -3.528 -2.039
H: 8.521 -2.401 -0.678
H: 9.967 -0.772 -0.520
H: 9.854 0.128 -2.046
H: 11.342 -0.748 -1.646
H: 7.521 -2.709 -4.244
H: 8.288 -1.295 -4.122
C: -7.838 -2.250 7.002
C: -6.827 -1.422 7.788
C: -6.263 -0.226 7.009
O: -5.305 -0.559 6.032
C: -5.820 -0.952 4.771
N: -5.779 -2.310 8.295
H: -7.345 -2.871 6.254
H: -8.378 -2.916 7.676
H: -8.563 -1.612 6.493
H: -7.345 -1.002 8.657
H: -5.745 0.426 7.718
H: -7.078 0.358 6.558
H: -6.731 -0.395 4.528
H: -6.034 -2.023 4.743
H: -5.064 -0.739 4.019
H: -5.163 -1.791 8.914
H: -5.191 -2.579 7.511


Record 4
The following is a DFT calculation (ωB97M-V/def2-TZVPD) of a structure of composition C23H56B3N2O16P3.

Computed properties:
HOMO-LUMO gap	10.15	eV
spin multiplicity	1
E_tot	-3322.45335	Eh
HOMO	-0.3575	hartree
LUMO level	0.42	eV

Positions of all 103 atoms, in Å:
N: 3.235 3.374 1.315
C: 2.773 2.359 0.724
C: 3.429 1.889 -0.550
B: 2.912 0.524 -1.116
O: 2.663 -0.596 -0.334
B: 2.748 -1.803 -1.015
O: 3.327 -1.903 -2.259
B: 3.617 -0.673 -2.838
C: 4.873 -0.412 -3.746
C: 4.643 -0.597 -5.277
C: 3.374 -1.346 -5.596
N: 2.221 -0.589 -5.716
O: 3.354 -2.543 -5.706
O: 2.732 0.349 -2.485
H: 2.686 3.578 2.149
H: 1.902 1.849 1.143
H: 3.256 2.662 -1.302
H: 4.508 1.823 -0.383
H: 2.280 -2.777 -0.521
H: 5.682 -1.046 -3.383
H: 5.154 0.630 -3.575
H: 5.477 -1.170 -5.679
H: 4.665 0.365 -5.791
H: 1.472 -1.157 -6.093
H: 2.361 0.242 -6.277
O: 1.293 -5.457 2.974
P: 0.362 -4.326 2.888
O: 0.795 -3.198 3.956
C: 2.064 -2.548 3.811
C: 2.062 -1.535 2.681
O: -0.992 -4.864 3.608
C: -1.213 -6.252 3.853
C: -0.911 -6.594 5.297
O: -0.356 -3.473 1.776
C: -1.690 -2.938 1.875
C: -1.876 -1.948 2.997
H: 2.846 -3.297 3.658
H: 2.263 -2.052 4.760
H: 1.945 -2.022 1.715
H: 2.999 -0.977 2.666
H: 1.235 -0.833 2.794
H: -0.625 -6.866 3.173
H: -2.266 -6.445 3.638
H: 0.078 -6.237 5.584
H: -0.955 -7.672 5.458
H: -1.635 -6.117 5.960
H: -2.416 -3.746 1.927
H: -1.856 -2.435 0.922
H: -1.822 -2.431 3.970
H: -2.855 -1.475 2.914
H: -1.114 -1.170 2.971
O: 0.482 1.549 -8.820
P: -0.846 2.156 -8.985
O: -0.718 3.755 -8.855
C: 0.061 4.480 -9.817
C: -0.646 4.611 -11.154
O: -1.609 1.830 -7.589
C: -1.114 0.834 -6.694
C: -0.344 1.471 -5.558
O: -2.106 1.999 -9.916
C: -3.474 2.149 -9.491
C: -3.825 3.523 -8.974
H: 1.033 3.996 -9.940
H: 0.233 5.465 -9.387
H: -0.755 3.641 -11.642
H: -0.077 5.262 -11.819
H: -1.645 5.025 -11.024
H: -0.500 0.110 -7.228
H: -1.981 0.297 -6.305
H: 0.412 2.162 -5.931
H: 0.145 0.711 -4.950
H: -1.014 2.046 -4.917
H: -3.730 1.374 -8.771
H: -4.062 1.945 -10.386
H: -3.343 3.732 -8.020
H: -4.904 3.584 -8.828
H: -3.522 4.298 -9.678
O: -2.178 0.378 5.542
P: -1.516 0.633 6.826
O: -2.242 -0.224 7.979
C: -2.212 -1.658 7.902
C: -0.858 -2.233 8.272
O: -2.029 2.113 7.261
C: -2.648 2.999 6.328
C: -4.153 2.980 6.489
O: -0.051 0.781 7.385
C: 0.350 1.690 8.426
C: -0.308 1.445 9.763
H: -2.505 -1.977 6.899
H: -2.972 -2.014 8.597
H: -0.097 -1.957 7.539
H: -0.908 -3.321 8.312
H: -0.529 -1.857 9.241
H: -2.358 2.753 5.307
H: -2.263 3.998 6.543
H: -4.536 1.960 6.464
H: -4.634 3.556 5.697
H: -4.437 3.410 7.450
H: 0.217 2.718 8.098
H: 1.425 1.534 8.526
H: -1.368 1.691 9.743
H: 0.171 2.072 10.516
H: -0.212 0.402 10.063